Below is 2 unconnected molecules or ions with the total composition C4H12O, with properties calculated with ωB97M-V/def2-TZVPD.

Structure (XYZ):
```
17
Properties=species:S:1:pos:R:3:lowdin_charge:R:1
C -1.02 -2.41 -0.93 -0.109
C -0.20 -2.71 0.36 -0.025
O -1.43 -1.07 -0.58 0.229
H -0.35 -2.43 -1.83 0.165
H -1.90 -3.09 -1.04 0.190
H 0.08 -3.83 0.32 0.140
H -1.60 -0.39 -1.29 0.199
H -0.79 -2.45 1.31 0.129
H 0.72 -2.18 0.42 0.065
C 1.24 2.37 -0.15 -0.180
C 0.31 2.82 0.93 -0.171
H 2.19 2.07 0.28 0.066
H 0.87 1.39 -0.61 0.063
H 1.48 3.03 -0.90 0.036
H 0.29 3.91 1.06 0.074
H -0.71 2.45 0.80 0.060
H 0.82 2.52 1.85 0.069
```

Its multiplicity is 2. The energy above the lowest of the compared OMol25 structures with the same formula, charge and spin comes out at 103.1 kJ/mol. The HOMO energy (spin up / spin down) comes out at -14.453 / -14.452 eV. The value obtained for the HOMO-LUMO gap (spin up / spin down) is 10.30 / 3.85 eV. The value obtained for the LUMO energy (spin up / spin down) is -4.151 / -10.604 eV. As for the charge: +1.

***

Below is 3 unconnected molecules or ions with the total composition C4H12O2, with properties calculated with ωB97M-V/def2-TZVPD.

Structure (XYZ):
```
18
Properties=species:S:1:pos:R:3:lowdin_charge:R:1
C 0.66 -2.09 0.43 0.000
C -0.09 -1.14 1.02 -0.173
C -0.49 0.15 0.34 -0.275
C -1.99 0.34 0.71 -0.121
H 1.10 -2.97 0.75 0.017
H 1.10 -2.21 -0.54 0.052
H -0.57 -1.35 2.01 0.103
H 0.10 0.98 0.37 0.040
H -0.50 -0.07 -0.79 0.116
H -2.18 0.08 1.74 0.039
H -2.47 1.30 0.53 0.049
H -2.72 -0.32 0.03 0.117
O 2.64 0.24 -0.20 -0.068
H 2.12 0.61 -0.97 0.042
H 2.92 1.14 0.04 0.050
O 0.23 1.51 -2.06 -0.059
H 0.77 1.82 -1.39 -0.036
H -0.65 1.99 -2.02 0.107
```

The energy above the lowest of the compared OMol25 structures with the same formula, charge and spin comes out at 265.7 kJ/mol. As for the SMILES: C=CCC.O.O. The HOMO energy comes out at -9.112 eV. The value obtained for the HOMO-LUMO gap is 9.51 eV. The value obtained for the LUMO energy is 0.402 eV.

***

Below is 3 unconnected molecules or ions with the total composition C4H12O2, with properties calculated with ωB97M-V/def2-TZVPD.

Structure (XYZ):
```
18
Properties=species:S:1:pos:R:3:lowdin_charge:R:1
C 2.47 -1.20 -1.90 -0.091
C 2.87 -0.55 -0.60 -0.214
C 2.25 0.43 0.05 -0.174
C 2.94 0.93 1.37 -0.105
H 3.30 -0.68 -2.74 0.157
H 1.51 -1.28 -2.19 0.017
H 2.88 -2.16 -1.85 0.028
H 3.63 -1.00 0.06 0.100
H 1.58 0.95 -0.55 0.072
H 2.05 1.29 1.80 0.026
H 3.76 1.76 1.19 0.108
H 3.31 0.04 1.94 0.076
O -4.27 2.87 2.07 -0.051
H -3.58 2.61 1.49 0.007
H -5.02 2.38 1.69 0.044
O -4.23 -2.57 -1.11 -0.122
H -4.96 -2.05 -1.52 0.041
H -3.67 -1.87 -0.60 0.081
```

The energy above the lowest of the compared OMol25 structures with the same formula, charge and spin comes out at 241.5 kJ/mol. As for the SMILES: C/C=C/C.O.O. The HOMO energy comes out at -9.167 eV. The value obtained for the HOMO-LUMO gap is 9.35 eV. The value obtained for the LUMO energy is 0.180 eV.